Record 1
{
  "formula": "C2H5FN2",
  "method": "the ωB97M-V functional and the def2-TZVPD basis",
  "gap_ev": 9.90,
  "lumo_ev": 0.539,
  "multiplicity": 1,
  "species": ["C", "C", "H", "H", "H", "H", "H", "N", "N", "F"],
  "positions_angstrom": [[-0.1581, -0.2643, 0.3258], [-0.2943, 0.5432, -0.9172], [1.5999, -1.0180, 1.6782], [1.2982, 0.9699, 1.4639], [-1.7654, -1.2094, -0.1715], [0.8672, 0.7148, -1.2496], [-0.5864, 1.5126, -0.6817], [1.0043, 0.0590, 1.0011], [-0.9016, -1.2413, 0.3525], [-1.0639, -0.0665, -1.8015]]
}

***

Record 2
{
  "formula": "C5H8",
  "method": "the ωB97M-V functional and the def2-TZVPD basis",
  "smiles": "C=C=C(C)C",
  "gap_ev": 9.52,
  "lumo_ev": 1.027,
  "multiplicity": 1,
  "species": ["C", "C", "C", "C", "C", "H", "H", "H", "H", "H", "H", "H", "H"],
  "positions_angstrom": [[1.5656, 0.1417, -0.3331], [0.0789, -0.0192, -0.2075], [-0.8350, 0.6088, -1.2220], [-0.3538, -0.6715, 0.8295], [-0.7961, -0.9658, 2.0168], [2.0635, -0.4979, 0.4003], [1.8987, -0.1558, -1.3345], [1.8676, 1.1771, -0.1558], [-1.3154, 0.0070, 2.0944], [-0.5996, 1.6790, -1.3247], [-1.8864, 0.5319, -0.9278], [-0.7087, 0.1502, -2.2043], [-0.9793, -1.9855, 2.3687]]
}

***

Record 3
{
  "formula": "C5H10O2",
  "method": "the ωB97M-V functional and the def2-TZVPD basis",
  "gap_ev": 9.48,
  "lumo_ev": 1.077,
  "multiplicity": 1,
  "species": ["C", "C", "C", "O", "C", "C", "O", "H", "H", "H", "H", "H", "H", "H", "H", "H", "H"],
  "positions_angstrom": [[2.0618, 0.9845, 1.1008], [1.2446, -0.2966, 1.2512], [-0.0664, -0.2253, 0.5129], [0.0320, -0.3820, -0.9108], [-0.6538, -1.3901, -0.1451], [-2.9235, 0.3124, -1.7807], [-1.8880, 0.7557, -2.4347], [3.0277, 0.8957, 1.6076], [2.2518, 1.1963, 0.0434], [1.5353, 1.8445, 1.5301], [1.8109, -1.1523, 0.8645], [1.0389, -0.4979, 2.3105], [-0.7479, 0.5743, 0.8095], [-1.0830, 0.4383, -1.9516], [-1.7278, -1.4123, -0.3198], [-0.1272, -2.3425, -0.1028], [-3.7855, 0.6973, -2.3848]]
}

***

Record 4
{
  "formula": "C22H46F14N3O26S8Zr",
  "method": "the ωB97M-V functional and the def2-TZVPD basis",
  "charge": 1,
  "gap_ev": 7.99,
  "lumo_ev": -4.348,
  "multiplicity": 1,
  "species": ["Zr", "C", "F", "F", "F", "S", "O", "O", "N", "S", "O", "O", "C", "F", "F", "F", "C", "F", "F", "F", "S", "O", "O", "N", "S", "O", "O", "C", "F", "F", "F", "N", "S", "O", "O", "F", "S", "O", "O", "F", "C", "C", "C", "S", "O", "O", "C", "H", "H", "H", "H", "H", "H", "H", "H", "C", "C", "C", "S", "O", "O", "C", "H", "H", "H", "H", "H", "H", "H", "H", "C", "C", "O", "O", "H", "H", "H", "H", "H", "H", "C", "C", "O", "O", "H", "H", "H", "H", "H", "H", "C", "C", "O", "O", "H", "H", "H", "H", "H", "H", "C", "C", "O", "O", "H", "H", "H", "H", "H", "H", "C", "C", "O", "O", "H", "H", "H", "H", "H", "H"],
  "positions_angstrom": [[30.9564, 1.2903, -18.2650], [33.7550, -2.1884, -16.9278], [34.3558, -1.2257, -16.2550], [34.2695, -2.2673, -18.1569], [34.0344, -3.3756, -16.3478], [31.8274, -1.9690, -16.9437], [31.1550, -3.2528, -17.0019], [31.6582, -1.1819, -15.7644], [31.3490, -0.7647, -18.2516], [31.2807, -1.8726, -19.5395], [31.4214, -1.0651, -20.7517], [32.0665, -3.0757, -19.4706], [29.3723, -2.4839, -19.6360], [28.5698, -1.4890, -19.3486], [29.1345, -2.9450, -20.8951], [29.1521, -3.4461, -18.6690], [31.2568, 6.2279, -15.0429], [32.0560, 7.0168, -15.7369], [31.9078, 5.0598, -14.6424], [30.7207, 6.7920, -13.9741], [29.7331, 5.6398, -16.1690], [29.4129, 4.2751, -15.7379], [28.7140, 6.6298, -15.8192], [30.3147, 5.4244, -17.7776], [30.0204, 6.7985, -18.3362], [28.7849, 6.9492, -19.0249], [30.4530, 7.9253, -17.5354], [31.3404, 6.8625, -19.8217], [32.5837, 6.7265, -19.3139], [31.0580, 5.8975, -20.7168], [31.2194, 8.0662, -20.5139], [32.1454, 1.5826, -20.0100], [32.1529, 2.5974, -21.2107], [31.5807, 2.2342, -22.4576], [33.0615, 3.7759, -21.2094], [30.8657, 3.3066, -20.5592], [33.6744, 1.0152, -20.7123], [34.7722, 1.9030, -20.5116], [33.6484, 0.1783, -21.8855], [33.9861, 0.0604, -19.4902], [26.7290, 1.7362, -24.6166], [27.5847, 0.9780, -25.6583], [28.6023, 0.0846, -24.9219], [27.6319, -0.5195, -23.4284], [28.3092, -0.1995, -22.1785], [27.2076, -1.8974, -23.6922], [26.2754, 0.6303, -23.6112], [25.9451, 2.3212, -25.0977], [27.1705, 2.6008, -24.1209], [28.0360, 1.6232, -26.4120], [26.9132, 0.2737, -26.1492], [29.4374, 0.6815, -24.5552], [29.0509, -0.7474, -25.4646], [25.8916, 0.7763, -22.6015], [25.5387, -0.0353, -24.0610], [25.4659, -4.3983, -16.1508], [26.4358, -5.5869, -15.8720], [27.8145, -5.0893, -16.2519], [27.8311, -3.4260, -15.4013], [28.6934, -2.3978, -15.9292], [28.0392, -3.7024, -13.9721], [25.9654, -3.1645, -15.5687], [24.4569, -4.5151, -15.7553], [25.3588, -4.2026, -17.2177], [26.2039, -6.4711, -16.4657], [26.4757, -5.9672, -14.8513], [27.8283, -5.0898, -17.3418], [28.5915, -5.7802, -15.9246], [25.8664, -2.2268, -16.1155], [25.5557, -2.9922, -14.5734], [28.2839, 1.7485, -20.2524], [28.1881, 2.8105, -19.1906], [29.4597, 3.0039, -18.5194], [29.4601, 0.9048, -20.0550], [28.3453, 2.2687, -21.2083], [27.4043, 1.1056, -20.2870], [27.3602, 2.4934, -18.5564], [27.8665, 3.7511, -19.6379], [29.6141, 3.9358, -18.3484], [29.3438, 0.3869, -20.8550], [33.1158, 3.5457, -17.2601], [34.0153, 2.2713, -17.1392], [33.2578, 1.1589, -17.3932], [31.7920, 3.3502, -17.8154], [33.6875, 4.2910, -17.8131], [33.0356, 4.0431, -16.2936], [34.5895, 2.1811, -16.2171], [34.7640, 2.4539, -17.9100], [33.9431, 0.4907, -17.4684], [31.3838, 4.2175, -17.8685], [28.6951, 0.8914, -15.9828], [29.9526, 1.1349, -15.1372], [31.0580, 1.4289, -16.0258], [28.9806, 0.4691, -17.3427], [28.0910, 1.7932, -16.0828], [28.0975, 0.1425, -15.4631], [30.2546, 0.2493, -14.5780], [29.8386, 1.9533, -14.4264], [31.7828, 1.4106, -15.3965], [28.3088, -0.1467, -17.6447], [33.2552, 2.1098, -12.9170], [34.7163, 2.6126, -13.0064], [34.7454, 3.6162, -14.0587], [33.1358, 1.1683, -13.9792], [32.5731, 2.9587, -12.9649], [33.1166, 1.5795, -11.9748], [35.4069, 1.8317, -13.3251], [35.1830, 3.0565, -12.1271], [35.6422, 3.6487, -14.3998], [33.2641, 0.3237, -13.5414], [24.4900, 0.8411, -18.6725], [25.4895, 0.5496, -17.5396], [26.4281, -0.3940, -17.9625], [25.0196, 1.4277, -19.8335], [23.8200, 1.6363, -18.3457], [23.7468, 0.0524, -18.7899], [25.0212, 0.2167, -16.6134], [26.0053, 1.4912, -17.3516], [25.9046, -0.9533, -18.5410], [24.4037, 1.5907, -20.5516]]
}

***

Record 5
{
  "formula": "C30H20BrClN5O7Rh",
  "method": "the ωB97M-V functional and the def2-TZVPD basis",
  "gap_ev": [6.11, 6.11],
  "lumo_ev": [-2.158, -2.161],
  "multiplicity": 1,
  "species": ["Rh", "O", "C", "C", "C", "C", "C", "C", "C", "O", "N", "N", "C", "C", "C", "C", "C", "C", "C", "O", "H", "H", "H", "H", "H", "H", "H", "H", "H", "H", "O", "C", "O", "C", "C", "Cl", "N", "N", "C", "C", "O", "O", "C", "C", "C", "C", "C", "C", "H", "H", "H", "H", "H", "H", "Br", "C", "C", "C", "C", "N", "C", "H", "H", "H", "H"],
  "positions_angstrom": [[-0.3486, -0.5265, 0.0210], [0.0880, 2.2588, -3.5109], [-0.5509, 3.2907, -2.9286], [-0.5588, 4.4994, -3.6294], [-1.1766, 5.6090, -3.0987], [-1.8021, 5.5501, -1.8519], [-1.7927, 4.3656, -1.1523], [-1.1757, 3.2183, -1.6706], [-1.1372, 1.9812, -0.8753], [-0.6328, 0.9086, -1.4110], [-1.5795, 2.0115, 0.3635], [-1.3882, 0.8088, 0.9830], [-1.8680, 0.6813, 2.1888], [-1.7171, -0.4576, 3.0139], [-2.1957, -0.3550, 4.3490], [-2.0913, -1.3868, 5.2297], [-1.4995, -2.5992, 4.8093], [-1.0378, -2.7493, 3.5369], [-1.1398, -1.6956, 2.5828], [-0.7343, -1.9392, 1.3835], [0.0022, 1.4779, -2.9313], [-0.0669, 4.5295, -4.5923], [-1.1743, 6.5359, -3.6581], [-2.2866, 6.4246, -1.4401], [-2.2643, 4.2928, -0.1824], [-2.4079, 1.5424, 2.5706], [-2.6478, 0.5806, 4.6569], [-2.4574, -1.2853, 6.2418], [-1.4151, -3.4195, 5.5107], [-0.5910, -3.6727, 3.1934], [2.6915, -2.2605, -5.0178], [3.4779, -1.2685, -4.6450], [4.4319, -0.9199, -5.2948], [3.1379, -0.5828, -3.3620], [3.8300, 0.5031, -2.8570], [5.1200, 1.3991, -3.4973], [3.2584, 0.8485, -1.6778], [2.2295, 0.0436, -1.3881], [2.1345, -0.8153, -2.3836], [1.0853, -1.8873, -2.2948], [0.9798, -2.6822, -3.2284], [0.3944, -1.9715, -1.2205], [3.6057, 1.8617, -0.7363], [2.6052, 2.7101, -0.2878], [2.8990, 3.6576, 0.6796], [4.1872, 3.7558, 1.1887], [5.1816, 2.9049, 0.7264], [4.8953, 1.9479, -0.2367], [2.0033, -2.4687, -4.3248], [1.6115, 2.6245, -0.7041], [2.1194, 4.3234, 1.0274], [4.4169, 4.4965, 1.9432], [6.1869, 2.9795, 1.1200], [5.6611, 1.2704, -0.5892], [2.8346, 2.3508, 4.1091], [2.6793, 0.8957, 2.9251], [3.6883, -0.0426, 2.8045], [3.5099, -1.0845, 1.9064], [2.3503, -1.1396, 1.1587], [1.3927, -0.2191, 1.2866], [1.5371, 0.7766, 2.1540], [4.5883, 0.0396, 3.3981], [4.2654, -1.8464, 1.7805], [2.1653, -1.9270, 0.4411], [0.7473, 1.5120, 2.2148]]
}

***

Record 6
{
  "formula": "C4H7NO2",
  "method": "the ωB97M-V functional and the def2-TZVPD basis",
  "gap_ev": [6.45, 7.74],
  "lumo_ev": [0.834, -2.276],
  "multiplicity": 3,
  "species": ["C", "C", "C", "C", "N", "O", "O", "H", "H", "H", "H", "H", "H", "H"],
  "positions_angstrom": [[0.2033, -2.3339, -1.5628], [-0.0090, 1.0699, -0.2371], [1.1882, 1.1868, 0.7305], [-1.4018, 1.0548, 0.4714], [0.2468, -2.8823, -0.5235], [0.5801, -3.3711, 0.5078], [-0.0259, 0.9216, -1.4441], [-0.0350, -2.0193, -2.5393], [1.8469, 0.5137, 0.3076], [1.0895, 0.7341, 1.7489], [1.4854, 2.2348, 0.7315], [-1.5304, -0.0626, 0.7756], [-2.1868, 1.2105, -0.2941], [-1.4513, 1.7432, 1.3275]]
}

***

M (g mol⁻¹)
76.1; 68.1; 102.1; 1382.3; 780.8; 101.1
Energy above the lowest of the compared OMol25 structures with the same formula, charge and spin (kJ/mol)
275.1; 201.1; 463.6; 0.0; 53.4; 280.7